The molecule C5H6BrNS. Source: the Open Molecules 2025 dataset; level of theory: wB97M-V/def2-TZVPD.

Structure (ORCA input):
```
! RIJCOSX wB97M-V def2-TZVPD def2/J DEFGRID3
* xyz 0 1
C 1.64858 -0.35531 -1.03781
C 0.55121 -0.03402 -0.11150
C 0.08724 1.22880 0.01214
C -1.00329 1.62624 0.82172
S -1.63161 3.13000 0.72750
N 0.05901 -1.03345 0.76131
C -0.77451 -1.90428 0.81066
Br -2.05023 -2.05122 -0.78601
H 2.37615 -0.81806 -0.42689
H 1.94179 0.53522 -1.36534
H 1.09295 -0.90595 -1.92282
H 0.35534 2.13908 -0.51648
H -1.55350 1.09497 1.54701
H -1.09913 -2.65202 1.48651
*
```

Summary:
Kohn-Sham gap = 7.8 eV
Energy relative to the best compared isomer or geometry (same formula, charge and spin) = 218.7 kJ/mol
LUMO = -0.69 eV
Structure (SMILES) = CC(=C/C=S)/N=C\Br

***

A 2-piece molecular cluster, CHFNO3 overall. Source: the Open Molecules 2025 dataset; level of theory: wB97M-V/def2-TZVPD.

Structure (ORCA input):
```
! RIJCOSX wB97M-V def2-TZVPD def2/J DEFGRID3
* xyz -1 1
C 1.02313 0.18917 -0.21941
N 0.05343 -0.00757 0.63733
O 1.86148 -0.51511 0.39923
O 1.14707 0.79940 -1.24642
O -1.79181 0.68902 0.34845
F -2.05031 -0.26013 -0.62541
H -0.24299 -0.89477 0.70624
*
```

Summary:
Kohn-Sham gap (alpha / beta) = 8.8 / 8.8 eV
Energy relative to the best compared isomer or geometry (same formula, charge and spin) = 288.3 kJ/mol
LUMO (alpha / beta) = 4.16 / 4.16 eV

***

The molecule C5H10FNS. Source: the Open Molecules 2025 dataset; level of theory: wB97M-V/def2-TZVPD.

Structure (ORCA input):
```
! RIJCOSX wB97M-V def2-TZVPD def2/J DEFGRID3
* xyz 0 1
C 1.07137 2.27137 -2.05970
S -0.31634 1.60008 -1.02566
C 0.29875 0.18655 -0.56482
C -0.23304 -0.61344 0.38034
C -1.24632 -0.11171 1.41810
N -0.99269 -0.66848 2.68734
C 0.39586 -1.96911 0.60084
F 1.20295 -2.35369 -0.45273
H 1.25962 1.81013 -3.02302
H 2.02239 2.27916 -1.40844
H 0.57361 3.19550 -2.25464
H 0.97385 -0.31254 -1.32223
H -2.25797 -0.61215 1.07259
H -1.26667 1.08213 1.36056
H -1.95486 -1.08830 3.34823
H -0.50373 0.13022 3.20303
H 0.98380 -2.04134 1.44643
H -0.36593 -2.76350 0.60259
*
```

Summary:
Kohn-Sham gap = 8.5 eV
Energy relative to the best compared isomer or geometry (same formula, charge and spin) = 259.8 kJ/mol
LUMO = 0.76 eV
Structure (SMILES) = CS/C=C(\CN)CF

***

CHNO3P as an isolated structure. Source: the Open Molecules 2025 dataset; level of theory: wB97M-V/def2-TZVPD.

Structure (ORCA input):
```
! RIJCOSX wB97M-V def2-TZVPD def2/J DEFGRID3
* xyz -1 1
C 0.44988 3.51721 -0.47806
N -0.60856 0.12955 0.48954
O 0.79827 4.02714 0.49547
O 0.10149 3.40636 -1.57153
O 1.64701 0.64331 -0.89575
P 0.47908 1.17494 -0.01855
H -0.53139 -0.87576 0.47596
*
```

Summary:
Kohn-Sham gap = 8.2 eV
Energy relative to the best compared isomer or geometry (same formula, charge and spin) = 79.5 kJ/mol
LUMO = 3.96 eV

***

The molecule C2H4N2S2. Source: the Open Molecules 2025 dataset; level of theory: wB97M-V/def2-TZVPD.

Structure (ORCA input):
```
! RIJCOSX wB97M-V def2-TZVPD def2/J DEFGRID3
* xyz 0 1
H -1.74826 1.06105 -0.31204
N -1.03892 1.68274 -0.53895
C 0.05381 1.50622 0.06068
N 0.43874 0.44090 0.90451
S -0.48471 -0.91742 1.06702
C -0.05676 -1.88298 -0.26192
S 1.03975 -1.52612 -1.48076
H 0.91568 2.22823 -0.12120
H 1.43591 0.24254 0.99344
H -0.55525 -2.83515 -0.31079
*
```

Summary:
Kohn-Sham gap = 8.5 eV
Energy relative to the best compared isomer or geometry (same formula, charge and spin) = 172.8 kJ/mol
LUMO = -0.54 eV
Structure (SMILES) = [H]/N=C\NSC=S

***

CH6B2BrCdO2 as an isolated structure. Source: the Open Molecules 2025 dataset; level of theory: wB97M-V/def2-TZVPD.

Structure (ORCA input):
```
! RIJCOSX wB97M-V def2-TZVPD def2/J DEFGRID3
* xyz 1 1
O 1.98643 -1.04075 0.78110
B 1.49229 -0.04387 0.00141
O 2.22198 1.07989 -0.13428
C 0.07681 -0.11056 -0.68489
B -0.99491 0.16594 0.44842
Br -2.85894 -0.83758 -0.19601
H 1.58755 -1.89452 0.59493
H 2.93338 1.14787 0.51370
H 0.00654 0.65032 -1.46257
H -0.06812 -1.07619 -1.17712
H -0.88109 -0.36987 1.52081
H -1.35784 1.32200 0.54906
Cd -4.14410 1.00730 -0.75456
*
```

Summary:
Kohn-Sham gap = 4.9 eV
LUMO = -8.72 eV

***

C4H5NO as an isolated structure. Source: the Open Molecules 2025 dataset; level of theory: wB97M-V/def2-TZVPD.

Structure (ORCA input):
```
! RIJCOSX wB97M-V def2-TZVPD def2/J DEFGRID3
* xyz 0 1
C 0.94722 0.85383 0.01665
C -0.24381 1.38676 -0.00950
C -0.57682 -1.01791 0.02684
C 0.87703 -0.69106 -0.01823
N -1.47933 -0.11846 0.03389
O -2.65780 0.05792 0.02804
H 2.00489 1.17869 0.08079
H -0.69664 2.33617 -0.17692
H -1.00146 -1.98657 0.08668
H 1.47068 -0.92528 -0.84727
H 1.35603 -1.07408 0.77903
*
```

Summary:
Kohn-Sham gap = 10.0 eV
Energy relative to the best compared isomer or geometry (same formula, charge and spin) = 462.4 kJ/mol
LUMO = 0.98 eV

***

no.,largest force on an atom (eV/A)
1,5.15
2,6.75
3,5.43
4,4.02
5,2.99
6,1.97
7,6.97